1.
ORCA calculation (wB97M-V/def2-TZVPD) on a structure of composition C9H16F3FeS4.

Last column: Löwdin spin population.
Atoms and positions in Å:
Fe1 0.00719 -1.20716 -1.06412  3.6046
C1 -1.29953 -0.09919 1.85663  0.0065
C2 -2.56268 -0.50408 1.09044  0.0024
S1 -2.42868 -0.62620 -0.71187  0.0445
C3 -2.65071 1.06429 -1.27961  0.0052
C4 -1.47128 2.00379 -1.06230  0.0029
S2 0.03176 1.29976 -1.76996  0.0360
C5 1.28234 1.95258 -0.64696  0.0031
C6 2.58287 1.18196 -0.83017  0.0048
S3 2.44685 -0.61145 -0.72675  0.0402
C7 2.65503 -0.95851 1.03373  0.0017
C8 1.53066 -0.49023 1.95967  0.0061
S4 -0.00571 -1.28648 1.45007  0.0543
H1 -1.51447 -0.12131 2.92497  0.0016
H2 -0.96522 0.90592 1.60079  0.0001
H3 -3.38038 0.17938 1.32297  0.0006
H4 -2.88852 -1.49388 1.41340  0.0001
H5 -3.55077 1.47572 -0.82145  0.0011
H6 -2.86346 0.96377 -2.34594  0.0000
H7 -1.29937 2.18190 -0.00162  0.0000
H8 -1.67787 2.96533 -1.53127  0.0008
H9 0.90387 1.86702 0.37156  0.0001
H10 1.44979 3.00810 -0.86112  0.0007
H11 3.33050 1.51814 -0.11081  0.0007
H12 2.99296 1.37946 -1.82170  0.0002
H13 3.60768 -0.53724 1.35624  0.0007
H14 2.76291 -2.04385 1.07928  0.0000
H15 1.41076 0.59262 1.93947  0.0000
H16 1.77648 -0.77348 2.98293  0.0014
F1 1.16670 -3.19386 -1.99774  0.0396
C9 -0.09961 -3.20326 -1.35489  0.0772
F2 -0.32882 -4.43006 -0.96535  0.0205
F3 -0.95129 -2.95949 -2.47851  0.0422

Cartesian forces, eV/Å:
Fe -0.13 0.66 0.98
C -0.20 0.08 -0.04
C -0.02 0.17 0.18
S -0.15 -0.29 0.05
C -0.05 0.21 -0.13
C -0.17 0.00 0.11
S 0.02 -0.07 -0.34
C 0.11 0.03 0.15
C 0.07 0.22 -0.05
S 0.15 -0.29 -0.09
C 0.00 0.11 0.20
C 0.23 0.04 -0.03
S 0.01 -0.16 0.03
H 0.04 -0.05 0.01
H -0.02 -0.01 -0.02
H 0.02 0.02 -0.01
H 0.03 -0.02 -0.03
H 0.02 -0.01 0.02
H 0.01 -0.01 0.01
H -0.01 0.01 -0.01
H 0.03 -0.01 -0.04
H 0.02 0.01 0.00
H -0.02 0.00 -0.03
H -0.02 -0.01 0.02
H 0.00 -0.02 0.00
H -0.01 0.03 -0.01
H -0.03 -0.01 -0.01
H 0.01 -0.01 -0.04
H -0.06 -0.04 0.00
F -0.13 -0.50 0.23
C 0.29 0.46 -1.58
F -0.04 -0.15 0.25
F 0.01 -0.38 0.19

## Properties
E_HOMO (spin up / spin down) = -11.68 / -12.75 eV
LUMO energy (spin up / spin down) = -2.5 / -3.5 eV
charge = +1
Kohn-Sham gap (spin up / spin down) = 9.21 / 9.26 eV
multiplicity = 5



2.
ORCA calculation (wB97M-V/def2-TZVPD) on a structure of composition C29H31AsN6RuSSi.

Last column: Löwdin spin population.
Atoms and positions in Å:
Ru1 10.20285 -2.79059 19.01175  2.5008
S1 9.42271 -2.88301 21.16342  0.4054
C1 10.22673 -4.09487 22.17643  0.0512
C2 10.51293 -3.94370 23.52686  0.0318
C3 11.29518 -4.86677 24.25672  0.0003
C4 11.84728 -5.91332 23.55494  0.0290
C5 11.62791 -6.11903 22.17095  0.0016
C6 10.84407 -5.14773 21.49555  0.0416
As1 10.50025 -5.02613 19.61338  0.1686
C7 11.98539 -6.15548 18.88571  0.0416
C8 11.63364 -6.92461 17.76614  0.0123
C9 12.58214 -7.85776 17.26405  -0.0003
C10 13.90986 -7.74102 17.57957  0.0090
C11 14.25413 -7.00075 18.71120  0.0005
C12 13.32961 -6.20508 19.38697  0.0111
C13 8.70684 -5.83629 19.36153  0.0434
C14 8.01260 -5.62874 18.16375  0.0064
C15 6.70331 -6.07323 17.99337  0.0012
C16 6.07045 -6.71154 19.07100  -0.0001
C17 6.81210 -7.08657 20.17142  0.0033
C18 8.14417 -6.63671 20.35308  0.0072
H1 10.15005 -3.06641 24.10557  0.0016
H2 11.54251 -4.66041 25.30251  -0.0005
H3 12.43967 -6.63308 24.09431  0.0016
H4 12.01094 -6.98859 21.56862  0.0003
H5 10.59377 -6.97756 17.35587  0.0006
H6 12.27079 -8.59935 16.47248  0.0000
H7 14.64913 -8.31645 16.99751  0.0005
H8 15.26564 -7.08689 19.07085  0.0001
H9 13.60267 -5.52938 20.21207  0.0002
H10 8.51347 -5.03729 17.35779  0.0032
H11 6.17492 -5.92051 17.01816  0.0003
H12 5.04170 -7.08801 18.93484  -0.0001
H13 6.40180 -7.76105 20.89030  0.0005
H14 8.75584 -6.99129 21.16979  0.0006
N1 13.35831 -3.22497 17.84897  0.0138
C19 12.56761 -2.68081 16.85505  0.0196
N2 13.06666 -2.15101 15.75458  0.0536
C20 12.16816 -1.70640 14.83241  0.0498
N3 12.65576 -1.32832 13.63658  0.0289
N4 10.83381 -1.69839 15.06417  0.0916
C21 10.43965 -2.04412 16.25072  0.1672
N5 11.23609 -2.56343 17.23172  0.1552
C22 9.03324 -1.79513 16.59192  0.1680
C23 8.00442 -1.47161 15.69262  0.0548
C24 6.67971 -1.59407 16.01911  0.0943
C25 6.32573 -1.94002 17.34084  0.1183
C26 7.37321 -2.11745 18.25833  0.0562
N6 8.69185 -2.09586 17.91463  0.3038
H15 14.27297 -3.68053 17.58152  0.0008
H16 12.86851 -3.73936 18.53264  0.0083
H17 13.60670 -1.71433 13.48650  0.0018
H18 11.98743 -1.48819 12.88382  0.0009
H19 8.31652 -1.27894 14.65334  0.0021
H20 5.87850 -1.43080 15.23902  0.0028
H21 5.32104 -2.29149 17.66782  0.0065
H22 7.10614 -2.30816 19.26557  0.0022
C27 13.15219 -2.13029 20.94749  0.0450
Si1 11.60111 -1.27190 20.11754  0.1237
C28 12.27780 -0.01998 18.88344  0.0222
C29 10.67597 0.00154 21.22029  0.0179
H23 13.75089 -1.35920 21.54779  0.0073
H24 13.84666 -2.63190 20.18985  -0.0004
H25 12.71050 -2.89841 21.66612  -0.0003
H26 12.98886 -0.34951 18.11434  0.0001
H27 12.89046 0.64510 19.48747  0.0039
H28 11.51190 0.59000 18.41803  -0.0001
H29 11.38120 0.85348 21.41216  0.0016
H30 10.37091 -0.25611 22.20521  0.0042
H31 9.80342 0.48634 20.71060  -0.0002

Cartesian forces, eV/Å:
Ru 0.84 1.55 0.64
S -0.64 0.30 0.75
C 1.32 -0.03 -0.12
C -0.52 0.94 1.72
C -0.39 1.15 -1.24
C 0.16 -1.28 -0.71
C -0.74 0.74 -0.56
C 0.27 -0.99 0.44
As 0.55 -3.94 -0.31
C -0.21 -0.19 -0.54
C 0.04 -1.47 0.49
C -1.46 0.47 -1.93
C 0.27 -0.79 0.52
C 0.15 0.48 0.10
C -1.25 0.41 -0.63
C 0.40 -0.79 0.03
C 0.49 1.02 -0.68
C -0.24 0.32 -0.21
C -0.24 -0.68 -1.20
C 1.22 0.58 0.40
C -0.77 -0.24 -0.86
H 0.07 -0.62 -0.72
H -0.23 -0.26 -0.44
H 0.22 -0.17 0.02
H -0.20 1.01 1.06
H 0.99 0.22 0.58
H 0.30 1.08 0.87
H -0.34 0.27 0.69
H 0.25 0.33 0.08
H 0.05 -0.69 -0.23
H -0.53 -0.58 0.61
H 0.54 -0.05 1.12
H 0.63 0.32 0.24
H -0.32 -0.17 0.46
H -0.18 0.12 0.29
N 1.79 -0.06 -2.38
C -0.46 0.88 1.34
N 0.33 -0.79 0.33
C -1.55 -0.94 1.39
N 0.60 -0.93 -0.31
N 2.32 0.83 -2.49
C -3.51 0.90 1.08
N 1.62 -0.63 -0.41
C 1.35 -0.97 0.68
C 0.21 -0.11 -1.42
C -0.82 0.31 -0.96
C 0.67 -0.95 1.47
C -0.85 0.10 -2.05
N -2.30 0.59 -0.83
H -1.57 1.04 0.20
H -0.53 -0.59 0.62
H -0.99 0.62 -0.05
H 0.36 0.43 0.14
H -0.24 0.06 0.66
H 1.13 -0.20 0.99
H 0.78 0.93 -0.38
H 0.16 -0.39 0.92
C -0.34 -0.33 0.47
Si 1.88 2.36 0.96
C 0.68 -0.32 -0.46
C 0.65 1.19 -0.64
H -0.90 -1.04 -0.83
H -1.07 0.78 1.14
H 0.95 0.78 -0.72
H -0.40 -0.25 0.04
H -0.03 0.26 0.32
H -0.23 0.06 -0.11
H -0.32 -0.64 -0.42
H -0.46 -0.70 0.77
H 0.63 -0.64 0.19

## Properties
E_HOMO (spin up / spin down) = -7.95 / -11.62 eV
LUMO energy (spin up / spin down) = -2.8 / -5.2 eV
charge = +1
Kohn-Sham gap (spin up / spin down) = 5.14 / 6.43 eV
multiplicity = 6



3.
ORCA calculation (wB97M-V/def2-TZVPD) on a structure of composition C11H13N3O3S.

Last column: Löwdin charge in e.
Atoms and positions in Å:
C1 -3.00719 -1.32471 1.14006  -0.0232
C2 -2.85340 -0.01447 0.30495  -0.3521
H1 -3.17659 -0.02826 -0.75809  0.1442
H2 -3.59621 0.71055 0.75673  0.1509
O1 -1.63766 0.29858 0.16655  0.0337
C3 -1.52108 1.56577 -0.24568  -0.3976
O2 -2.43090 2.14050 -0.69225  0.1727
C4 -0.09719 2.11029 -0.34190  -0.2329
C5 0.49252 3.18618 -0.91445  0.0923
C6 1.93687 3.04118 -0.45379  -0.0338
C7 1.95448 2.18314 0.38474  -0.2186
O3 0.71755 1.47989 0.39975  0.0674
C8 3.21516 1.16229 0.87061  -0.5724
H3 4.03898 2.13055 1.13016  0.1852
H4 2.93342 0.84690 1.79872  0.0163
S1 3.73871 -0.01923 -0.02154  0.9622
C9 2.42557 -1.15441 -0.01911  -0.5795
N1 1.66848 -1.23183 1.11944  0.1063
N2 0.78005 -1.83046 0.57548  -0.0876
C10 0.74922 -2.14110 -0.56679  -0.5131
N3 1.81317 -1.61147 -1.24185  0.1812
C11 -0.31860 -2.88177 -1.30698  -0.0249
H5 0.25198 -3.17255 -2.34078  0.1224
H6 -0.58550 -3.80269 -0.72842  0.0835
H7 -1.07464 -2.19392 -1.93372  0.1215
H8 0.03189 -2.15932 1.28250  0.2241
H9 2.69749 3.56686 -0.73267  0.0723
H10 0.11235 4.04948 -1.48061  0.1208
H11 -2.55147 -2.11502 0.64776  0.0219
H12 -2.63078 -1.23671 2.13205  0.0709
H13 -4.07668 -1.55424 1.06914  0.0858

Cartesian forces, eV/Å:
C -1.64 1.81 -1.77
C -8.30 -3.27 0.44
H -1.31 -1.09 0.52
H 1.35 -0.10 -0.15
O 8.00 2.92 1.49
C 3.95 0.11 -1.34
O -2.76 2.28 -0.89
C -3.04 1.34 -0.98
C 1.43 0.81 -0.35
C -6.52 6.35 -6.06
C 1.64 -12.66 6.72
O 3.44 -1.82 3.12
C -2.26 11.35 3.35
H -1.74 -3.38 -0.98
H -0.77 -0.63 2.73
S 3.99 -4.90 -5.32
C 0.66 2.62 -1.48
N 8.57 3.42 -0.55
N -12.07 -4.35 11.64
C -0.47 -1.87 -12.93
N 1.16 0.08 5.22
C 0.94 0.12 -3.84
H -1.03 -0.08 2.71
H -0.66 0.94 -0.96
H 0.85 -1.47 2.52
H 0.95 0.54 -1.85
H 4.23 3.30 -1.82
H 0.02 -0.97 0.21
H 1.22 -1.62 -0.90
H 0.04 0.27 0.82
H 0.12 -0.03 0.68

## Properties
E_HOMO = -8.33 eV
LUMO energy = 0.6 eV
Kohn-Sham gap = 8.95 eV



4.
ORCA calculation (wB97M-V/def2-TZVPD) on the molecule C2H5N3O.

Last column: Löwdin charge in e.
Atoms and positions in Å:
N1 -3.07284 0.36843 0.08974  0.1196
C1 -2.02006 -0.02971 -0.15150  -0.3836
N2 -0.80481 -0.47178 -0.50278  0.0265
C2 0.44447 -0.31024 0.29720  -0.5442
N3 1.16346 0.97915 0.09182  0.0627
O1 1.18664 -1.38555 0.15408  0.0295
H1 -0.85745 -0.54433 -1.70437  0.2512
H2 0.06696 -0.27156 1.32007  0.1417
H3 1.06090 1.25561 -0.84808  0.0375
H4 0.76097 1.80038 0.68087  0.1225
H5 2.07175 -1.39040 0.57297  0.1365

Cartesian forces, eV/Å:
N -0.42 0.05 0.19
C 1.09 0.12 0.39
N -0.44 -0.64 -4.91
C -2.07 3.63 1.45
N -0.97 0.44 2.20
O 2.19 -2.88 -1.28
H 1.11 0.15 4.71
H -0.31 0.27 0.20
H 0.09 0.41 -1.38
H 0.71 -2.27 -1.28
H -0.97 0.72 -0.29

## Properties
E_HOMO = -9.60 eV
LUMO energy = 0.5 eV
SMILES = N#CN[C@H](N)O
Kohn-Sham gap = 10.09 eV



5.
ORCA calculation (wB97M-V/def2-TZVPD) on the ion C4H8NO2 with charge -1.

Last column: Löwdin charge in e.
Atoms and positions in Å:
N1 -1.53486 -0.81284 0.58957  0.1529
C1 -1.36652 0.52654 0.44123  -0.5669
O1 -2.32775 1.27216 0.27888  -0.0053
C2 0.03798 1.07697 0.51709  -0.1403
C3 1.02450 0.47016 -0.51176  -0.2073
C4 1.71864 -0.86626 -0.13235  -0.5792
O2 2.25535 -1.46808 -1.20290  -0.3599
H1 -2.45876 -1.12936 0.33857  0.0966
H2 -0.74531 -1.42212 0.39182  0.0675
H3 0.46041 0.86658 1.51183  0.1107
H4 -0.08073 2.15816 0.47610  0.0985
H5 1.75474 1.18933 -0.88696  0.0950
H6 0.44245 0.20210 -1.39716  0.0962
H7 0.94428 -1.50913 0.39055  0.0606
H8 2.43385 -0.66300 0.71154  0.0810

Cartesian forces, eV/Å:
N -0.04 -0.30 -0.17
C -0.01 0.66 -0.05
O -0.04 -0.17 0.08
C 0.71 -0.26 0.51
C -0.90 -0.20 -0.40
C 0.27 -0.23 -0.49
O 0.00 0.14 0.39
H 0.08 -0.09 0.00
H -0.11 0.18 0.12
H -0.21 -0.07 0.04
H 0.10 0.02 -0.28
H 0.13 0.05 0.35
H 0.00 0.01 -0.19
H -0.03 0.05 0.08
H 0.05 0.21 0.02

## Properties
E_HOMO = -2.63 eV
LUMO energy = 3.9 eV
SMILES = NC(=O)CCC[O-]
charge = -1
Kohn-Sham gap = 6.56 eV



6.
ORCA calculation (wB97M-V/def2-TZVPD) on a structure of composition C18H25HgNNbO3.

Last column: Löwdin charge in e.
Atoms and positions in Å:
C1 3.13310 -2.04009 0.84342  -0.0370
C2 1.59707 -1.62161 1.03615  -0.4279
C3 0.76533 -2.64269 0.10025  -0.4017
Nb1 -1.44409 -2.10804 -0.17430  1.5976
C4 -1.81396 -3.01016 1.89708  -0.2735
N1 -1.76133 -4.05636 -1.13737  -0.2764
O1 -3.46521 -1.66986 -0.47456  -0.3164
C5 -3.63985 -0.44767 -1.22080  -0.5339
O2 -3.90057 -0.44820 -2.38677  0.1122
C6 -3.44559 0.88116 -0.43162  -0.1641
C7 -3.87351 1.06806 0.95863  -0.0418
C8 -3.63537 2.32628 1.67269  -0.0653
C9 -2.95718 3.47180 1.02536  -0.0525
C10 -2.56190 3.27287 -0.38184  -0.0621
C11 -2.80219 2.01458 -1.10688  -0.0129
O3 1.29377 -0.34286 0.52104  -0.2333
C12 2.01843 0.71872 1.15569  -0.1439
C13 2.60616 1.61880 -0.00715  -0.1520
C14 2.36586 1.26551 -1.41323  -0.0376
C15 2.85258 2.09154 -2.54428  -0.0653
C16 3.58858 3.30536 -2.20278  -0.0839
C17 3.85807 3.65382 -0.80309  -0.0781
C18 3.38021 2.84172 0.30780  -0.0344
H1 3.68206 -1.74052 1.78223  0.0893
H2 3.23808 -3.15587 0.71669  0.0810
H3 3.55870 -1.48724 -0.03784  0.1038
H4 1.26771 -1.76209 2.10295  0.1421
H5 1.25034 -2.54225 -0.92196  0.0846
H6 0.98222 -3.76727 0.42348  -0.1154
H7 -1.16028 -1.43975 -1.87078  -0.0182
H8 -1.28018 -0.48573 0.58411  -0.0071
H9 -1.04380 -2.55888 2.59337  0.0092
H10 -1.63874 -4.12679 1.81012  -0.0361
H11 -2.84332 -2.79484 2.28034  0.0246
H12 -0.79620 -4.36607 -1.40228  -0.1427
H13 -2.23081 -3.93356 -2.05019  0.0442
H14 -4.38537 0.23212 1.49330  0.1098
H15 -3.92989 2.47010 2.74441  0.1013
H16 -2.75748 4.43722 1.54777  0.1031
H17 -2.04949 4.12981 -0.88215  0.1010
H18 -2.45772 1.99037 -2.16807  0.1175
H19 2.79767 0.39856 1.89162  0.1309
H20 1.31115 1.39765 1.72334  0.1437
H21 1.78244 0.35677 -1.71597  0.0938
H22 2.60841 1.77584 -3.59166  0.1023
H23 3.93099 3.94525 -3.05667  0.1019
H24 4.42168 4.59641 -0.60694  0.1012
H25 3.57526 3.15524 1.36089  0.1096
Hg1 0.00820 -4.86716 0.01642  1.2088

Cartesian forces, eV/Å:
C -0.43 0.61 0.93
C 0.85 -2.03 -0.17
C -0.25 2.92 -1.51
Nb -5.49 2.52 0.84
C 1.15 -0.18 0.40
N 0.94 0.61 -0.29
O 3.25 1.14 -0.43
C -0.26 0.94 0.43
O 0.23 -0.48 0.83
C 0.39 1.66 1.04
C 0.91 1.31 -0.51
C 0.85 0.48 -1.58
C -0.62 -3.06 -1.88
C -0.77 -1.03 1.35
C -0.34 0.75 1.88
O 0.31 -0.93 0.95
C 0.15 2.15 -0.84
C 0.89 0.85 -1.25
C 0.85 1.37 -0.24
C 0.23 0.60 3.20
C -0.75 -1.46 0.67
C -0.95 -1.18 -0.48
C -0.67 -0.84 -2.48
H -0.27 -0.36 -1.13
H -0.07 1.23 0.12
H -0.41 -0.62 0.80
H 0.30 0.28 -0.86
H -0.44 -0.57 0.99
H 3.96 2.76 1.76
H 0.73 -0.58 -0.11
H 0.25 -0.41 0.03
H -0.85 -0.56 -0.57
H -0.25 0.69 0.23
H 0.82 -0.25 -0.47
H -1.55 1.30 -3.39
H -0.16 -1.03 0.35
H 0.53 0.83 -0.55
H 0.12 -0.48 -1.22
H -0.26 -1.09 -0.49
H -0.52 -1.03 0.26
H -0.47 -0.34 1.07
H -0.53 -0.05 -0.84
H 0.46 -1.01 -0.51
H 0.62 0.98 0.73
H 0.40 0.51 1.20
H -0.22 -0.52 1.19
H -0.54 -0.98 -0.09
H -0.19 -0.36 -1.05
Hg -1.92 -5.06 1.71

## Properties
E_HOMO = -11.12 eV
LUMO energy = -7.8 eV
charge = +1
Kohn-Sham gap = 3.27 eV



What did we get for DFT total energy? Answer: -95467.3109; -121642.2191; -33057.3521; -8671.0781; -9863.1388; -32408.4467 eV, in the order shown.